Record 1
This record from OMol25 describes C39H45MgNO2P2Te as an isolated structure. The level of theory is wB97M-V/def2-TZVPD.

Last column: Löwdin charge in e.
Geometry (Å):
Te1 -0.3448 -2.1727 -2.5154  0.9291
P1 -0.5225 0.2248 2.7682  1.0349
P2 1.1832 -0.2779 0.4710  0.9703
Mg1 -1.3857 -0.5122 -0.7638  0.2862
O1 -2.7841 0.5467 -0.5952  -0.4484
O2 -1.8799 -2.2093 0.5120  -0.3242
N1 0.9717 0.5275 1.9766  -0.5397
C1 0.1862 3.1821 -1.5107  -0.0671
C2 -0.2017 -1.1275 -4.3657  -0.5123
C3 1.0757 -0.5802 -6.3446  -0.0354
C4 -3.9246 1.3042 -0.8175  -0.2550
C5 5.3090 -0.1658 0.2339  -0.0727
C6 4.6548 -2.2516 1.2356  -0.0794
C7 0.0283 -0.3525 4.4198  -0.3707
C8 0.9809 -1.2420 -5.1231  -0.3334
C9 -1.3949 3.9630 4.3734  -0.0809
C10 0.6851 2.9582 -2.7847  -0.0677
C11 0.7674 -1.4473 6.8858  -0.0918
C12 1.6521 -1.4746 5.8167  -0.0820
C13 1.9384 1.5131 2.4742  -0.1269
C14 -2.1071 2.3932 2.2003  -0.1067
C15 5.6506 -1.3828 0.8110  -0.0818
C16 -2.0198 -3.8645 2.2167  -0.1363
C17 -3.2767 -2.4051 0.8090  -0.1659
C18 -1.2688 -0.3654 -4.8671  -0.3109
C19 -0.8642 -0.3531 5.4951  -0.1123
C20 3.3205 -1.8991 1.0804  -0.1008
C21 -2.6497 3.6643 2.3443  -0.0738
C22 2.1474 -2.0905 -4.6763  -0.1090
C23 1.3865 1.7883 -3.0617  -0.0598
C24 -0.4955 -0.8892 6.7204  -0.0857
C25 -2.5847 -0.2403 -4.1426  -0.0853
C26 0.1527 0.8595 -8.1917  -0.0575
C27 -3.2678 -2.9628 2.2206  -0.1461
C28 -1.1908 1.8991 3.1348  -0.3560
C29 1.1143 1.0766 -0.7669  -0.4039
C30 0.3918 2.2415 -0.5063  -0.0992
C31 2.9691 -0.6731 0.5148  -0.3520
C32 1.5957 0.8523 -2.0629  -0.1361
C33 3.9743 0.1888 0.0855  -0.0905
C34 1.2830 -0.9343 4.5897  -0.0966
C35 -2.2937 4.4505 3.4314  -0.0841
C36 -0.8486 2.6945 4.2284  -0.1018
C37 -1.1175 -3.2581 1.1282  -0.1910
C38 0.0343 0.1894 -6.8472  -0.2814
C39 -1.1253 0.2816 -6.0942  -0.0260
H1 -3.3596 4.0336 1.6143  0.1048
H2 2.5135 -1.7845 -3.6938  0.0406
H3 -4.4584 1.5221 0.1188  0.0642
H4 -3.6955 2.2712 -1.2875  0.0726
H5 -2.4698 0.2409 -3.1698  0.0406
H6 -0.6722 1.5511 -8.3641  0.0705
H7 -2.2854 -4.8910 1.9627  0.1098
H8 -1.1934 -0.8730 7.5503  0.1035
H9 -4.6357 0.7903 -1.4757  0.0712
H10 -0.0174 2.4156 0.4830  0.0842
H11 1.0577 -1.8643 7.8424  0.1010
H12 -3.1454 -2.1486 2.9361  0.1049
H13 2.6334 -1.9202 5.9343  0.1031
H14 -2.3925 1.7661 1.3558  0.0691
H15 -0.3735 4.0839 -1.2948  0.1066
H16 -1.5201 -3.8721 3.1852  0.1087
H17 0.5193 3.6880 -3.5677  0.1053
H18 1.8499 -3.1382 -4.5805  0.0643
H19 -3.2948 0.3467 -4.7281  0.0767
H20 -1.9550 0.8707 -6.4747  0.1101
H21 6.6932 -1.6548 0.9258  0.1040
H22 0.1403 0.1179 -8.9939  0.0797
H23 2.9323 1.0748 2.5549  0.0740
H24 -0.8293 -3.9879 0.3721  0.1133
H25 1.6419 1.8552 3.4620  0.0672
H26 -2.7222 5.4380 3.5516  0.1024
H27 1.0881 1.4158 -8.2782  0.0752
H28 2.9689 -2.0255 -5.3932  0.0725
H29 -0.1563 2.3301 4.9791  0.1013
H30 4.9166 -3.2061 1.6751  0.1041
H31 1.9793 -0.9599 3.7574  0.0858
H32 -1.8540 0.0763 5.3731  0.1071
H33 -3.7731 -1.4435 0.6987  0.1182
H34 -1.1192 4.5728 5.2258  0.1029
H35 1.7520 1.5973 -4.0637  0.1094
H36 2.1194 -0.0680 -2.2883  0.0781
H37 3.7163 1.1422 -0.3604  0.1076
H38 -3.0151 -1.2266 -3.9573  0.0708
H39 1.9973 2.3812 1.8128  0.0819
H40 6.0848 0.5111 -0.1030  0.1054
H41 -0.2149 -2.8077 1.5376  0.0844
H42 1.9901 -0.6779 -6.9244  0.1138
H43 -3.7045 -3.1200 0.1003  0.1351
H44 -4.1827 -3.5065 2.4529  0.1142
H45 2.5409 -2.5840 1.3971  0.0974

The LUMO energy comes out at 0.43 eV. Its energy relative to the best compared isomer or geometry (same formula, charge and spin) is 0.0 kcal per mole. The highest occupied orbital energy is -6.663 eV. For the total energy, the calculation gives -2869.27091 Eh.

Record 2
This record from OMol25 describes C39H45N5O3P2SSr as an isolated structure. The level of theory is wB97M-V/def2-TZVPD.

Last column: Löwdin charge in e.
Geometry (Å):
Sr1 0.3621 -0.0941 0.8628  1.2366
S1 1.3347 1.5297 2.9833  0.5535
P1 -1.9621 -0.7838 -0.1982  0.6205
P2 0.7078 -0.4515 -1.9387  0.8206
O1 -2.0641 -0.6237 1.3027  -0.4259
O2 -0.2343 3.4999 -0.0244  0.0798
O3 1.8216 -0.0456 -0.9700  -0.5117
N1 -0.9000 0.9921 4.3330  0.0081
N2 5.0886 1.2273 0.3980  0.0465
N3 0.1631 -1.6692 3.0851  -0.0738
N4 2.9481 -2.3374 1.4082  0.0156
N5 3.3829 2.5910 0.7452  0.0377
C1 0.8968 0.4705 -4.6295  -0.0668
C2 4.2019 1.6484 1.2698  -0.2633
C3 -3.5512 -1.4300 -0.8481  -0.2610
C4 0.5922 2.1298 -2.9234  -0.0785
C5 -2.7908 1.0267 -3.2181  -0.0737
C6 0.1320 1.8477 4.2181  -0.7624
C7 1.7043 -4.6386 -3.6086  -0.0818
C8 2.2182 -1.6276 4.5888  -0.1949
C9 -4.6811 -0.7128 -0.4546  -0.0703
C10 -3.0357 2.4316 -2.9144  -0.0828
C11 3.7573 -2.4211 2.6389  -0.2681
C12 0.9009 2.8058 -5.2069  -0.0734
C13 -5.9267 -1.0264 -0.9713  -0.0673
C14 -1.2289 2.9164 0.3480  -0.4385
C15 -2.6154 2.9248 -1.7595  -0.0518
C16 -0.5729 -1.7772 -0.8511  -0.3149
C17 1.2258 -2.0048 -2.8246  -0.3011
C18 4.8207 1.9327 -0.7521  -0.1748
C19 -6.0566 -2.0674 -1.8808  -0.0762
C20 0.2715 2.9540 5.0733  -0.1124
C21 -1.7373 3.0022 1.7554  -0.0074
C22 2.5094 -4.0344 -2.6562  -0.0636
C23 2.2663 -2.7247 -2.2570  -0.0701
C24 -1.3813 0.7161 -1.1036  -0.3728
C25 0.6584 -3.9222 -4.1819  -0.0788
C26 0.7136 3.1320 -3.8660  -0.0560
C27 -0.6820 3.1692 6.0445  -0.0824
C28 1.0028 1.4781 -5.5825  -0.0734
C29 0.6610 0.7905 -3.3004  -0.2617
C30 -4.9417 -2.8019 -2.2566  -0.0736
C31 -1.9966 0.3147 -2.4195  -0.2418
C32 3.4408 -1.3648 3.6955  -0.2042
C33 -1.7536 2.2900 6.1579  -0.0878
C34 0.4183 -2.6166 -3.7841  -0.1289
C35 -3.6930 -2.4795 -1.7461  -0.0797
C36 3.7670 2.7767 -0.5578  -0.1204
C37 1.0572 -2.4125 3.9941  -0.2630
C38 -2.0603 2.0851 -0.6284  -0.2239
C39 -1.8098 1.2243 5.2824  -0.1536
H1 -2.6269 0.5119 5.3387  0.1057
H2 2.5495 -2.1977 5.4620  0.1092
H3 -2.5215 2.4236 6.9073  0.0949
H4 -0.8540 -2.5693 -1.5351  0.0377
H5 4.3124 -1.2508 4.3466  0.1111
H6 0.0440 -2.2684 -0.0828  0.0406
H7 3.2173 -1.5030 0.8915  0.0475
H8 -0.4066 -2.0688 -4.2286  0.1046
H9 5.3963 1.7918 -1.6519  0.0890
H10 -0.5926 4.0179 6.7121  0.1046
H11 4.8041 -2.3411 2.3442  0.1106
H12 1.1181 3.6142 4.9509  0.0971
H13 2.8862 -2.2602 -1.4998  0.0953
H14 -1.7693 -0.6893 -2.7802  0.0828
H15 1.1759 1.2138 -6.6175  0.1041
H16 3.3102 -0.4053 3.1975  0.0307
H17 3.2703 3.4776 -1.2053  0.1038
H18 3.6344 -3.4293 3.0465  0.1047
H19 1.4605 -3.2593 3.4289  0.0997
H20 -2.7350 3.4535 1.7272  0.1042
H21 -4.5793 0.0818 0.2750  0.1075
H22 0.9775 3.5879 -5.9514  0.1039
H23 -2.6905 3.9893 -1.5613  0.1164
H24 -1.0654 3.5934 2.3702  0.0842
H25 3.3267 -4.5838 -2.2069  0.1085
H26 -6.7964 -0.4608 -0.6643  0.1073
H27 4.1252 1.3161 2.2890  0.0763
H28 -5.0431 -3.6265 -2.9498  0.1056
H29 1.8431 -0.6756 4.9756  0.0915
H30 -0.5561 -2.3142 2.7685  0.0715
H31 -7.0286 -2.3113 -2.2894  0.1052
H32 -1.8617 2.0046 2.1867  0.0669
H33 1.8845 -5.6640 -3.9036  0.1026
H34 0.4773 -2.8497 4.8141  0.1114
H35 2.5562 2.9563 1.1988  0.0702
H36 -2.8308 -3.0592 -2.0543  0.0978
H37 0.6594 4.1664 -3.5529  0.1116
H38 1.0290 -0.5535 -4.9407  0.0878
H39 0.0318 -4.3827 -4.9348  0.1036
H40 -0.3349 -0.9076 3.5534  0.0231
H41 -3.4767 3.0800 -3.6599  0.1041
H42 1.9845 -2.2303 1.7093  -0.0019
H43 -2.9547 1.7589 -0.0762  0.1227
H44 -3.1547 0.5870 -4.1366  0.1071
H45 0.4545 2.3963 -1.8815  0.0865

The LUMO energy comes out at -0.09 eV. Its energy relative to the best compared isomer or geometry (same formula, charge and spin) is 100.3 kcal per mole. The highest occupied orbital energy is -7.449 eV. For the total energy, the calculation gives -3124.28014 Eh.

Record 3
This record from OMol25 describes C39H45NO3PdSeSi as an isolated structure. The level of theory is wB97M-V/def2-TZVPD.

Last column: Löwdin charge in e.
Geometry (Å):
Pd1 0.1075 1.8465 -0.1546  0.6309
Se1 2.3695 1.4866 1.2516  0.7473
Si1 -0.7786 -1.8278 0.1127  0.4131
O1 0.6109 4.2048 -1.6306  -0.0524
O2 -0.2352 -0.3813 0.2904  -0.3900
O3 -0.5016 1.7025 2.3416  -0.2800
N1 -4.0896 3.1904 0.5020  -0.2526
C1 -3.2175 1.3565 -3.6714  -0.1289
C2 -1.3564 -2.7331 -2.6062  -0.1162
C3 4.0883 1.3899 0.4299  -0.5390
C4 6.0234 2.4385 -0.5788  -0.0445
C5 3.9870 3.8358 -0.1930  -0.0967
C6 1.2134 -4.7860 3.2102  -0.1252
C7 -4.5964 -1.3025 1.7135  -0.1006
C8 6.0957 0.1217 -0.0429  -0.0448
C9 0.8848 -2.5687 2.3361  -0.0846
C10 -4.7479 -3.2583 0.3350  -0.1119
C11 -5.3458 -2.3545 1.2034  -0.1202
C12 -3.4170 -3.0977 -0.0272  -0.1102
C13 0.1060 -4.0912 -3.9505  -0.1210
C14 -3.1843 3.5651 -0.5997  -0.1688
C15 0.3345 -5.2799 2.2526  -0.1157
C16 4.7872 0.1686 0.4300  -0.3117
C17 -3.3557 2.5749 1.5981  -0.1106
C18 -2.7572 2.4733 -1.5626  -0.2454
C19 1.4842 -3.4251 3.2520  -0.0983
C20 -1.2341 0.8358 -2.4204  -0.1404
C21 8.1747 1.1978 -0.9927  -0.0810
C22 -0.2581 -4.4151 1.3438  -0.1052
C23 -3.5620 2.2665 -2.6875  -0.0971
C24 -2.6442 -2.0428 0.4669  -0.1875
C25 -1.5717 1.7376 -1.3958  -0.1411
C26 1.0352 -4.0831 -2.9186  -0.1053
C27 4.7182 2.5302 -0.1126  -0.3026
C28 -2.0341 0.6436 -3.5387  -0.1283
C29 -0.3718 0.8668 3.4708  -0.1916
C30 0.7583 -3.4079 -1.7380  -0.0926
C31 4.1311 -1.0833 0.9417  -0.1127
C32 6.7380 1.2470 -0.5353  -0.3048
C33 0.0050 -3.0435 1.3632  -0.2084
C34 0.5404 3.7752 -0.5000  -0.5394
C35 -1.0925 -3.4098 -3.7898  -0.1059
C36 -0.4443 -2.7219 -1.5485  -0.2039
C37 0.3332 4.7299 0.6725  -0.0981
C38 -3.2653 -1.1586 1.3499  -0.0834
C39 -5.1803 2.3374 0.0700  -0.1300
H1 0.3194 -4.6143 -4.8759  0.0856
H2 -4.0629 2.2302 2.3592  0.0760
H3 1.3060 5.0604 1.0528  0.0569
H4 -1.8222 -3.4024 -4.5924  0.0916
H5 2.1689 -3.0336 3.9963  0.0935
H6 -3.7003 4.3494 -1.1677  0.1093
H7 -0.3192 0.2589 -2.3474  0.0780
H8 4.6229 4.6274 -0.5972  0.0676
H9 -2.2866 4.0001 -0.1570  0.0951
H10 -2.6881 3.3092 2.0498  0.0766
H11 -0.7467 1.4236 4.3349  0.0705
H12 -0.9349 -4.8188 0.5965  0.0964
H13 -6.3889 -2.4703 1.4760  0.0856
H14 -1.7357 -0.0597 -4.3105  0.0853
H15 0.1172 -6.3424 2.2153  0.0861
H16 -5.8650 2.1911 0.9109  0.0697
H17 -5.0555 -0.5942 2.3943  0.0930
H18 3.9754 -1.0229 2.0213  0.0644
H19 1.6839 -5.4626 3.9153  0.0839
H20 -5.3230 -4.0903 -0.0579  0.0873
H21 -0.2258 5.6044 0.3329  0.0639
H22 -2.6854 -0.3369 1.7561  0.0779
H23 0.6745 0.5978 3.6546  0.0447
H24 -2.7449 1.7306 1.2689  0.0537
H25 8.8135 1.7995 -0.3396  0.0669
H26 -2.9671 -3.8135 -0.7070  0.0877
H27 -4.4720 2.8510 -2.8040  0.0905
H28 -0.1857 4.2132 1.4784  0.0425
H29 6.6269 -0.8272 -0.0255  0.0995
H30 -2.2919 -2.1946 -2.5026  0.0979
H31 -0.2308 1.1875 1.5213  -0.0688
H32 -0.9550 -0.0579 3.3688  0.0655
H33 3.6297 4.1249 0.7976  0.0520
H34 8.2830 1.5913 -2.0068  0.0665
H35 3.1406 -1.1998 0.4984  0.0519
H36 3.1026 3.7326 -0.8229  0.0573
H37 1.9777 -4.6074 -3.0327  0.0904
H38 -3.8531 1.2222 -4.5410  0.0795
H39 -5.7314 2.8290 -0.7363  0.0712
H40 -4.8563 1.3482 -0.2831  0.0835
H41 1.4951 -3.4146 -0.9415  0.1015
H42 6.5018 3.3270 -0.9849  0.1039
H43 4.7377 -1.9649 0.7181  0.0655
H44 1.1139 -1.5063 2.3539  0.0790
H45 8.5527 0.1743 -0.9803  0.0607

As for the charge: -2. The LUMO energy comes out at 4.47 eV. Its energy relative to the best compared isomer or geometry (same formula, charge and spin) is 15.9 kcal per mole. The highest occupied orbital energy is -1.551 eV. For the total energy, the calculation gives -4612.47937 Eh.

| no. | F_max (hartree/bohr) |
| --- | --- |
| 1 | 0.024 |
| 2 | 0.077 |
| 3 | 0.052 |